Entry from the Open Molecules 2025 dataset: the ion C4H12N2S with charge +1 in a non-equilibrium geometry (ωB97M-V with the def2-TZVPD basis set).

As for the HOMO energy (spin up / spin down): -12.8 / -12.8 eV. The energy above the lowest of the compared OMol25 structures with the same formula, charge and spin is 37.9 kcal per mole. The LUMO energy (spin up / spin down) is -0.105 / -0.286 Eh. The largest force on an atom is 1.99 eV/Å. The HOMO-LUMO gap (spin up / spin down) is 9.97 / 5.01 eV.

Geometry as ORCA input:
```
! wB97M-V def2-TZVPD RIJCOSX def2/J DEFGRID3
* xyz 1 2
C -0.5636 -1.5205 -1.3783
N -0.0274 -1.4693 -0.0809
C 1.1865 -0.6633 0.1826
C 1.0352 0.1332 1.4954
S 1.2592 1.8939 1.0327
C -2.0599 -0.8946 -1.5151
N -2.1808 0.4256 -0.9887
H -0.7620 -2.5101 -1.7937
H 0.0803 -0.9612 -2.0577
H 0.0290 -2.4106 0.3002
H 1.9382 -1.4261 0.3724
H 1.3243 0.0472 -0.6248
H 1.6506 -0.2833 2.2892
H 0.0416 0.0246 1.9452
H 0.8638 2.5756 2.0886
H -2.6595 -1.5744 -0.9086
H -2.3322 -0.8878 -2.5642
H -1.7034 0.5118 -0.0934
H -1.8743 1.1353 -1.6501
*
```


Entry from the Open Molecules 2025 dataset: a structure of composition C4H7N3 in a non-equilibrium geometry (ωB97M-V with the def2-TZVPD basis set).

As for the HOMO energy: -9.3 eV. The energy above the lowest of the compared OMol25 structures with the same formula, charge and spin is 58.0 kcal per mole. The LUMO energy is 0.010 Eh. The largest force on an atom is 1.16 eV/Å. The HOMO-LUMO gap is 9.53 eV.

Geometry as ORCA input:
```
! wB97M-V def2-TZVPD RIJCOSX def2/J DEFGRID3
* xyz 0 1
C -1.8573 0.6172 -0.2037
C -0.9948 -0.6359 -0.3188
N 0.1549 -0.5885 0.5676
C 1.3544 -0.1384 0.2814
N 2.1842 -0.6425 1.1786
C 1.6910 0.7286 -0.8276
N 1.9510 1.4287 -1.7110
H -1.3004 1.5046 -0.5218
H -2.1790 0.7690 0.8311
H -2.7447 0.5262 -0.8385
H -0.6758 -0.7772 -1.3607
H -1.5822 -1.5160 -0.0397
H 0.9538 -1.1045 1.5304
H 3.0447 -0.1713 1.4327
*
```


Entry from the Open Molecules 2025 dataset: a cluster of 9 separate species, C20H47BCl16O2P in total (ωB97M-V with the def2-TZVPD basis set).

As for the HOMO energy: -2.4 eV. The LUMO energy is 0.063 Eh. The largest force on an atom is 0.90 eV/Å. The HOMO-LUMO gap is 4.14 eV.

Geometry as ORCA input:
```
! wB97M-V def2-TZVPD RIJCOSX def2/J DEFGRID3
* xyz -1 1
C 1.9761 1.5332 -2.4216
C 0.9123 2.5329 -2.8855
C 0.4178 2.2619 -4.3161
C -1.0786 2.0273 -4.4776
P -1.9011 0.4459 -3.6536
B -3.0730 1.5554 -2.4869
O -4.3489 1.8727 -2.8846
O -2.7192 2.0994 -1.2599
H 1.4783 0.6742 -1.9842
H 2.6916 1.9572 -1.7182
H 2.5495 1.1522 -3.2672
H 0.0509 2.4078 -2.2268
H 1.2680 3.5548 -2.7641
H 0.9622 1.4273 -4.7631
H 0.6859 3.1315 -4.9266
H -1.2544 1.8879 -5.5474
H -1.6383 2.9273 -4.2026
H -2.9220 0.4599 -4.7434
H -1.0311 -0.4045 -4.4484
H -0.8753 0.3836 -2.5331
H -2.5513 -0.7940 -3.0896
H -4.7819 2.3718 -2.1708
H -2.1184 1.5182 -0.7659
Cl 0.7276 -1.9664 -5.3108
C 2.2420 -1.1676 -5.7689
C 3.3261 -2.1398 -6.1548
Cl 3.8835 -3.0835 -4.7433
H 2.5546 -0.5517 -4.9289
H 2.0182 -0.5152 -6.6123
H 4.1918 -1.5996 -6.5356
H 2.9852 -2.8410 -6.9114
Cl 8.0467 -4.7618 0.0387
C 6.4653 -5.0414 -0.7463
C 6.3074 -4.2304 -2.0040
Cl 6.1972 -2.4900 -1.6472
H 5.6918 -4.7963 -0.0246
H 6.4041 -6.1039 -0.9728
H 5.3835 -4.5156 -2.5043
H 7.1371 -4.3796 -2.6895
Cl 5.4234 -5.7717 2.5861
C 6.0203 -4.1295 2.9556
C 5.0641 -3.3637 3.8298
Cl 3.5492 -2.9691 2.9702
H 6.1890 -3.6185 2.0110
H 6.9762 -4.2437 3.4629
H 5.5092 -2.4202 4.1315
H 4.8015 -3.9237 4.7232
Cl 4.9132 -0.9994 6.1852
C 3.3105 -0.3401 5.7517
C 2.3518 -0.3857 6.9112
Cl 1.9038 -2.0554 7.3437
H 2.9405 -0.9114 4.9043
H 3.4639 0.6918 5.4411
H 1.4339 0.1334 6.6412
H 2.7755 0.0838 7.7949
Cl -2.9748 5.2764 -2.4660
C -4.4203 6.3065 -2.5345
C -5.2782 6.1511 -1.3050
Cl -6.0375 4.5420 -1.2247
H -4.9738 6.0498 -3.4343
H -4.0822 7.3395 -2.6095
H -6.0847 6.8829 -1.3175
H -4.6921 6.2871 -0.4001
Cl -3.2202 -1.0881 0.1671
C -4.7647 -0.2208 0.0245
C -5.6186 -0.4111 1.2485
Cl -6.2346 -2.0844 1.4183
H -5.2563 -0.5544 -0.8861
H -4.5178 0.8352 -0.0824
H -6.4902 0.2396 1.2000
H -5.0580 -0.1824 2.1446
Cl -7.6160 -1.2152 5.9640
C -5.8546 -1.0697 5.7244
C -5.4068 0.3686 5.6875
Cl -5.9819 1.1989 4.2210
H -5.6005 -1.5876 4.8026
H -5.3767 -1.5781 6.5597
H -4.3187 0.4102 5.6690
H -5.7661 0.9204 6.5519
Cl -1.3380 0.1685 3.4813
C 0.3416 0.1008 2.8773
C 0.5874 1.0863 1.7640
Cl -0.2687 0.6487 0.2690
H 0.5359 -0.9176 2.5512
H 0.9892 0.3318 3.7225
H 1.6498 1.1029 1.5224
H 0.2791 2.0888 2.0519
*
```


Entry from the Open Molecules 2025 dataset: the molecule C3H3Cl2F in a non-equilibrium geometry (ωB97M-V with the def2-TZVPD basis set).

As for the HOMO energy: -10.3 eV. The energy above the lowest of the compared OMol25 structures with the same formula, charge and spin is 22.4 kcal per mole. The SMILES is F[C@@H](Cl)/C=C/Cl. The LUMO energy is 0.021 Eh. The largest force on an atom is 4.49 eV/Å. The HOMO-LUMO gap is 10.90 eV.

Geometry as ORCA input:
```
! wB97M-V def2-TZVPD RIJCOSX def2/J DEFGRID3
* xyz 0 1
F -0.9405 1.3855 -0.3838
C -1.1666 0.0348 0.2796
Cl -2.5555 -0.6710 -0.5493
C 0.2446 -0.5371 0.2270
C 1.2889 0.1805 -0.2311
Cl 3.0189 -0.3681 -0.4205
H -1.5444 0.2171 1.2361
H 0.3215 -1.5529 0.4630
H 1.3330 1.3113 -0.6211
*
```


DFT total energy, respectively: -18148.9596; -8729.1625; -235922.8362; -30920.3451 eV.